A cluster of 3 separate species, C36H82ClN8O10P4 in total in a non-equilibrium geometry. Source: OMol25; level of theory: wB97M-V/def2-TZVPD.

The geometry in XYZ format:
```
141
Properties=species:S:1:pos:R:3:forces:R:3:mulliken_charge:R:1
C -1.042563 5.375846 2.062666 0.6243 0.1909 0.9140 -1.4069
C -0.219791 4.529575 3.072364 -0.5670 -0.0225 -0.5819 -0.0012
C 0.104704 3.128997 2.524240 -1.2372 0.0977 0.8325 -0.9394
O 1.341883 2.582374 2.953577 0.0502 0.9982 -0.1509 -0.2473
C 2.497523 2.749980 2.145621 0.5466 -1.0062 1.0130 0.1502
P 2.370401 4.029346 0.798913 -0.6800 0.6327 -1.1203 0.6879
O 2.222099 3.461026 -0.555522 0.2348 -0.6363 -0.2803 -0.6766
C 2.768618 1.320181 1.496590 0.0731 0.8746 -0.6715 0.7895
C 1.630212 0.330512 1.767013 0.2857 0.1748 -1.2870 -1.8922
C 1.799914 -0.962193 0.941109 -0.1134 -0.8187 1.6844 0.0130
C 1.254829 -2.117730 1.823479 0.6844 0.3711 -1.2058 0.1357
C 1.027424 -3.405326 1.050536 -0.2355 -0.6952 0.8635 -0.7065
C 0.453099 -4.474540 2.017424 0.0251 1.2413 0.0632 -0.9116
C -1.071106 -4.378593 2.179216 0.5261 -0.2836 -0.1773 -0.4789
O -1.598612 -3.119415 1.723443 0.4130 -0.0613 0.3022 -0.2230
C -2.459266 -2.539870 2.603337 -0.8442 0.2237 0.0716 0.5855
C -1.949811 -1.932171 3.887392 0.2589 -0.0540 -0.1446 -0.7536
O -3.621609 -2.479353 2.337800 -0.1934 -0.0581 -0.2541 -0.5590
C 4.127133 0.702490 1.808914 -0.9963 -1.6286 0.0541 -2.3483
C 4.048077 -0.183665 3.055680 0.3446 -0.0031 0.4902 -2.0290
N 5.260032 1.646994 1.768323 0.7290 1.6325 0.6275 1.6093
C 5.374113 2.494708 0.527535 -0.1925 -0.2784 -0.7685 -0.2531
C 4.867422 1.939444 -0.798655 -0.3144 0.4746 -0.8162 -1.2059
O 4.951251 0.814852 -1.183699 0.2004 -0.8789 0.3927 -0.2196
C 6.579051 0.968873 1.974398 0.6891 -1.0539 -0.7002 -0.8509
C 7.066353 0.138821 0.807489 0.8202 -0.5741 0.4869 -1.0032
O 6.299015 -1.051163 0.675532 -0.4509 0.4844 -0.5291 -0.0663
C 6.841326 -1.904229 -0.276145 -0.1108 -1.0887 -0.5774 -0.0247
O 7.942002 -2.345846 -0.151247 0.2731 0.3592 0.2294 -0.5550
C 5.962522 -2.229691 -1.475348 -0.1865 0.7113 0.8310 0.7731
C 6.528987 -1.484770 -2.716305 -0.4357 -0.5303 0.6070 -1.1702
C 5.077945 2.681005 2.886424 0.1538 1.0835 2.0292 -0.4970
N 5.714986 2.246560 4.113843 -0.1332 -0.5262 -0.3781 -0.3955
C 3.611329 3.029323 3.222535 0.6101 -0.1540 -0.9898 -1.4089
P 3.331041 4.652348 4.156706 -1.1318 0.2027 1.1677 0.0856
O 3.018036 5.823624 3.066038 0.5645 -0.5132 -0.2570 -0.4843
Cl 5.197189 5.246248 4.893823 -0.1009 -0.2190 -0.5698 -0.2329
H -2.007073 5.603508 2.495462 -0.3553 -0.1099 -0.1775 0.3250
H -1.167296 4.877390 1.108693 -0.0577 0.0825 -0.2255 0.4173
H -0.554432 6.339186 1.958245 0.0375 0.1520 -0.4779 0.3843
H 0.663252 5.049525 3.424255 0.2082 0.0704 -0.1524 -0.1346
H -0.862812 4.416231 3.936781 0.1946 -0.1784 0.3857 0.5614
H -0.655048 2.493579 2.973375 0.1018 -0.4615 -0.0365 0.5741
H -0.112258 3.045184 1.457121 0.6558 0.0351 -0.2871 0.5814
H 3.531619 4.846982 0.824222 -0.0857 -0.1539 0.4727 0.1658
H 1.321012 4.935955 1.030749 0.3088 -0.0503 0.6148 -0.0180
H 2.728784 1.383505 0.408522 0.0186 0.5721 -0.1175 0.4740
H 1.471069 0.118356 2.814612 -0.0279 0.0605 0.1601 0.4817
H 0.753833 0.811532 1.346450 -0.3905 0.0573 0.3609 0.9061
H 2.848803 -1.200888 0.758576 -0.0487 0.0754 -0.4634 -0.2563
H 1.236435 -0.937277 0.023220 -0.0066 0.2183 -0.5061 0.8517
H 2.005448 -2.330463 2.585660 -0.1435 0.0718 0.3573 0.2142
H 0.351646 -1.750780 2.292512 -0.2224 -0.2745 0.1273 -0.7620
H 0.361668 -3.239846 0.216287 -0.1419 0.0369 -0.3481 0.3492
H 1.971614 -3.806455 0.685700 0.1668 0.2292 -0.2338 0.4731
H 0.794614 -5.468603 1.755579 -0.2887 -0.2512 -0.1140 0.5232
H 0.888844 -4.234156 2.986684 0.1965 -0.2383 0.1667 0.3187
H -1.325516 -4.495467 3.228923 -0.1648 -0.2899 0.0660 0.3476
H -1.542652 -5.159879 1.591294 -0.3042 -0.0339 0.0165 0.3266
H -1.078425 -1.311664 3.709401 0.2898 -0.1245 0.0947 0.1028
H -1.741070 -2.705647 4.620563 0.3340 -0.1117 0.0430 0.3137
H -2.719800 -1.307062 4.313730 -0.3206 0.0693 -0.0720 0.3160
H 4.294072 0.009147 0.997063 0.4198 0.0931 -0.2011 1.5397
H 3.687719 -1.151871 2.734857 0.0150 -0.1580 -0.0956 0.1616
H 4.975067 -0.360263 3.587906 0.1232 0.0731 -0.0982 0.4444
H 3.329646 0.154878 3.792414 -0.0244 0.3001 0.1153 0.2887
H 4.935176 3.472954 0.647865 -0.4721 -0.0420 0.3879 0.7425
H 6.423550 2.739433 0.384211 0.2593 -0.1803 -0.0068 0.6040
H 4.427175 2.677421 -1.486763 0.0799 0.4200 0.3317 0.4651
H 7.351018 1.698998 2.184729 -0.1204 0.4795 -0.0611 0.7069
H 6.580065 0.289219 2.812074 -0.4989 0.1886 0.2824 0.2543
H 7.183672 0.658666 -0.139321 -0.3753 0.1539 -0.1722 0.2651
H 8.075576 -0.169630 1.087763 0.1814 0.1265 0.0889 0.7025
H 5.946602 -3.302326 -1.611466 0.1970 -0.2199 -0.0438 0.6262
H 4.949986 -1.918016 -1.234095 -0.1321 0.1009 -0.1604 -0.5534
H 7.328635 -0.828878 -2.396015 0.2321 0.1493 -0.2935 0.3479
H 5.748943 -0.901733 -3.184930 -0.0829 0.1659 -0.1559 0.2309
H 6.897791 -2.223547 -3.414129 0.2716 0.0925 -0.2303 0.3573
H 5.612956 3.599404 2.645155 0.0047 -0.0889 -1.0741 0.8097
H 6.630624 2.661267 4.201282 0.0996 -0.0289 0.1530 0.2857
H 5.188942 2.525603 4.926690 -0.0741 -0.1657 0.0830 0.3641
H 3.332194 2.312321 3.994685 -0.1248 -0.0271 0.1797 0.8207
H 3.744067 6.003074 2.453690 -0.0004 0.2923 -0.0376 0.4156
O -0.242438 -0.860773 -2.663271 -0.7257 -3.6303 0.1851 -0.6848
P -0.035615 -1.247440 -4.112061 2.3876 5.6429 -2.3419 0.5734
N 1.672657 -1.029355 -4.227806 0.4740 0.1016 -0.0940 0.4458
C 2.430374 0.090517 -4.736837 -0.1205 0.1840 -0.0382 -1.0017
C 2.503360 -1.980914 -3.487884 -0.5967 -0.2683 -0.1877 -0.8113
N -1.099846 -0.051911 -4.754522 -0.6455 0.4283 0.4908 0.2187
C -0.822877 1.026305 -5.694477 0.1346 -0.3605 -0.6337 -0.9900
C -2.249547 0.293545 -3.913105 0.1578 0.0101 0.3664 -1.2566
N -0.045797 -2.142772 -5.573123 -1.6309 -2.8141 1.8989 0.0682
C 0.646452 -1.838430 -6.802285 0.9541 0.1577 0.0614 -0.7875
C -1.285022 -2.901514 -5.783672 -0.1592 0.3145 -0.0126 -1.1018
H 3.354219 -0.267874 -5.204589 0.0357 -0.0475 0.0968 0.4118
H 2.700203 0.809450 -3.949299 0.0254 0.0429 -0.0578 0.1073
H 1.915124 0.629546 -5.528171 -0.1091 -0.0418 0.0941 0.3361
H 2.685784 -2.883335 -4.088261 0.0943 -0.0051 0.0854 0.2569
H 2.027676 -2.289552 -2.553281 -0.0505 0.0220 0.0207 0.1161
H 3.470711 -1.551979 -3.223273 -0.0716 0.1986 -0.0733 0.1511
H 0.215107 1.354126 -5.694542 -0.0187 -0.1109 -0.0664 0.2130
H -1.400450 1.916183 -5.443514 -0.0818 -0.0970 0.2252 0.4484
H -1.116238 0.759162 -6.715940 0.1227 0.0795 -0.0597 0.2728
H -2.009231 1.082624 -3.189975 -0.0712 -0.0183 0.0195 0.2841
H -2.604061 -0.570630 -3.355148 0.0614 0.0386 0.0273 0.3664
H -3.082468 0.631509 -4.533088 0.1232 0.0164 -0.1671 0.4870
H 0.365425 -0.874907 -7.236211 -0.0521 0.0500 0.0701 0.2210
H 0.427403 -2.603152 -7.548716 -0.2099 -0.0883 0.1667 0.3686
H 1.729715 -1.862818 -6.676292 -0.0217 0.1648 0.1321 0.2028
H -2.070719 -2.279860 -6.231295 0.0013 -0.0515 -0.0411 0.3418
H -1.660980 -3.284493 -4.832722 -0.0260 0.0536 0.0158 0.3159
H -1.112118 -3.769847 -6.420585 0.0859 0.0377 -0.0195 0.3982
O -6.443199 0.777950 0.540789 1.9529 -1.4118 -2.8315 -0.8392
P -7.339248 -0.344209 0.059711 -5.2049 0.9626 3.9942 0.8344
N -8.674311 0.582107 -0.503622 -0.4365 -0.0323 0.0596 0.2630
C -9.930493 0.894606 0.137702 -0.0272 -0.0668 0.2223 -1.1527
C -8.419986 1.387941 -1.688177 0.4245 -0.3445 -0.1832 -1.2004
N -7.442994 -1.157212 1.581931 0.5399 0.1698 0.6402 0.1658
C -8.613616 -1.470411 2.388418 -0.3636 -0.4815 -0.4196 -0.9868
C -6.253095 -1.062454 2.429614 -0.0242 0.5337 -0.0310 -1.2653
N -7.905184 -1.727498 -0.790852 3.3859 -0.1229 -1.7326 0.0003
C -9.255608 -2.226197 -0.866980 -0.6890 0.6325 -0.2588 -0.8047
C -6.895000 -2.781906 -0.925992 -0.0096 -0.0276 0.3408 -1.0673
H -10.724133 0.964384 -0.613995 0.0634 0.0929 -0.0540 0.4458
H -9.896430 1.843594 0.689859 -0.0733 -0.0183 0.0211 0.2903
H -10.266921 0.116002 0.818447 0.1514 -0.0044 0.0161 0.3303
H -8.576590 0.798537 -2.602577 -0.0276 0.1091 -0.0496 0.2747
H -7.393367 1.763467 -1.701420 -0.0115 0.0064 0.0240 0.3262
H -9.074366 2.257976 -1.730357 -0.0702 -0.0274 0.1503 0.4578
H -9.455718 -0.801013 2.221954 0.0019 -0.0912 -0.0986 0.2206
H -8.387005 -1.380066 3.451295 0.2337 0.1058 -0.0435 0.4273
H -8.942854 -2.505998 2.241249 -0.1501 0.0481 0.0176 0.2827
H -6.268465 -0.158259 3.054352 0.0398 -0.0247 0.0323 0.3059
H -5.351651 -1.039607 1.832990 -0.0008 0.0507 -0.0206 0.2907
H -6.173007 -1.934207 3.080572 -0.1850 -0.0878 -0.0869 0.5597
H -9.684018 -2.485356 0.105590 0.0574 0.0381 0.0664 0.2320
H -9.282726 -3.128722 -1.480041 0.2803 -0.0057 0.0207 0.3716
H -9.921753 -1.520648 -1.365342 0.0319 0.1357 0.1673 0.2223
H -6.852804 -3.422315 -0.035151 0.0083 -0.0385 -0.0502 0.3397
H -5.905454 -2.342167 -1.068864 0.0074 0.0013 0.0776 0.3226
H -7.088302 -3.403169 -1.802482 -0.0874 0.0426 0.0007 0.3762
```
Positions in Å, forces in eV/Å.

Summary:
Orbital gap = 6.310 eV
HOMO level = -8.9 eV
Total charge = +1
Total energy = -4436.517844 Eh
F_max = 6.63 eV Å⁻¹